Entry 1:
ORCA calculation (ωB97M-V/def2-TZVPD) on C33H57BrN2O2PtSi as an isolated structure.

The largest force on an atom comes out at 4.35 eV/A. The molar mass is 816.9 g/mol. As for the spin multiplicity: 3. As for the total energy: -4534.2729 Eh. As for the charge: 0. The value obtained for the HOMO-LUMO gap (spin up / spin down) is 3.078 / 5.868 eV. The calculation puts the HOMO energy (spin up / spin down) at -0.1203 / -0.2239 Eh. The LUMO energy (spin up / spin down) comes out at -0.195 / -0.224 eV.

```
97
C33H57BrN2O2PtSi, DFT ωB97M-V/def2-TZVPD
O -0.3193 -3.5964 -2.7067
O 1.8620 -3.8567 -3.6123
C -0.9421 -4.1556 -1.5048
C -2.4258 -4.3198 -1.6227
H -0.6787 -3.5041 -0.6687
H -0.4378 -5.1114 -1.3855
H -2.9675 -3.4344 -1.2827
H -2.7322 -5.1307 -0.9629
H -2.7169 -4.5658 -2.6453
C -1.0165 -2.4544 -3.3216
C -1.1063 -2.8542 -4.7730
H -0.3971 -1.5594 -3.1126
H -2.0155 -2.2950 -2.8836
H -0.1111 -3.1194 -5.1458
H -1.5304 -2.0527 -5.3891
H -1.7501 -3.7467 -4.8291
C 2.8942 -3.0058 -4.2554
C 2.2001 -5.3188 -3.5672
C 2.3264 -1.6472 -4.5855
H 3.2640 -3.5513 -5.1421
H 3.6936 -2.9470 -3.5008
H 1.5037 -1.6859 -5.3156
H 3.1257 -1.0517 -5.0570
H 2.0013 -1.1248 -3.6664
C 1.3554 -5.9090 -4.6632
H 1.9351 -5.6478 -2.5579
H 3.2910 -5.3445 -3.7293
H 0.2948 -5.6744 -4.4862
H 1.4867 -6.9882 -4.7488
H 1.6792 -5.4629 -5.6111
H 0.8546 -3.7653 -3.8031
N -0.6873 1.1569 0.6167
C -0.5462 2.4353 0.9440
C 0.6989 3.0634 0.9639
C 1.8888 2.6483 0.3655
C -1.8065 3.1962 1.2326
H -2.4132 2.6977 2.0014
H -2.4144 3.2997 0.3213
H -1.5202 4.1931 1.5775
C 2.9608 3.6514 0.0382
H 3.2101 3.6882 -1.0326
H 3.8926 3.4786 0.5945
H 2.5805 4.6373 0.3118
N 2.1487 1.3843 0.0259
C -1.8860 0.5857 0.1010
C -2.8236 -0.0110 0.9679
C -2.6880 0.1148 2.4583
C -3.9014 -0.7060 0.4225
H -4.6091 -1.1979 1.0994
C -4.0845 -0.7480 -0.9623
H -4.9351 -1.2950 -1.3827
C -3.1848 -0.1034 -1.8142
H -3.3409 -0.1077 -2.8981
C -2.0753 0.5660 -1.2975
C -1.1386 1.3071 -2.2015
C 3.4030 1.0422 -0.6115
C 4.5214 0.6799 0.1788
C 4.5129 0.8963 1.6577
C 5.6566 0.1558 -0.4429
H 6.5002 -0.1668 0.1726
C 5.7151 0.0385 -1.8306
H 6.5828 -0.4173 -2.3099
C 4.6739 0.5232 -2.6159
H 4.7468 0.5066 -3.7077
C 3.5284 1.0678 -2.0267
C 2.4629 1.6432 -2.9104
Pt 0.9496 -0.0944 0.6385
H -2.7970 -0.8730 2.9255
H -3.4879 0.7531 2.8705
H -1.7197 0.5384 2.7540
H -0.1357 1.3712 -1.7590
H -1.4919 2.3333 -2.4005
H -1.0481 0.7959 -3.1696
H 5.3966 0.4230 2.0993
H 3.6138 0.4784 2.1226
H 4.5530 1.9654 1.9032
H 2.0929 2.6062 -2.5377
H 1.6219 0.9473 -3.0325
H 2.8738 1.8229 -3.9138
H 0.6953 4.0994 1.3016
C 1.9104 -1.3964 -0.3704
Si 2.8386 -2.9200 0.3773
H 2.4870 -1.0103 -1.2561
H 1.0058 -1.8533 -0.8748
C 1.8348 -4.4831 0.5516
C 3.3358 -2.2461 2.0280
C 4.2053 -3.1851 -0.8622
H 5.1172 -3.3593 -0.2776
H 4.3917 -2.3281 -1.5202
H 4.0143 -4.0647 -1.4881
H 0.9374 -4.3305 1.1742
H 2.5031 -5.2035 1.0514
H 1.5176 -4.9017 -0.4132
H 2.5431 -1.5698 2.4152
H 4.2872 -1.7003 1.9193
H 3.4513 -3.0916 2.7187
Br -0.3191 -1.9355 1.7268
```


Entry 2:
ORCA calculation (ωB97M-V/def2-TZVPD) on a 3-piece molecular cluster, C33H57ClN5O5P overall.

The largest force on an atom comes out at 4.59 eV/A. The molar mass is 670.3 g/mol. As for the total energy: -2742.7001 Eh. Its SMILES is C#CCCCc1c(CC=C)cc2nc(CCCCCN)cnc2c1P(O)Cl.COCCNCCOC.COCCNCCOC. As for the charge: 0. The value obtained for the HOMO-LUMO gap is 6.566 eV. The calculation puts the HOMO energy at -0.2722 Eh. The LUMO energy comes out at -0.841 eV.

```
102
C33H57ClN5O5P, DFT ωB97M-V/def2-TZVPD
C -3.2106 -3.8058 -3.2115
C -3.0919 -3.0754 -4.1791
C -2.9796 -1.9735 -5.2771
C -2.8491 -0.5467 -4.5682
C -1.4368 0.1383 -4.9185
C -0.3819 0.0452 -3.7465
C 0.8171 -0.8791 -3.9287
C 1.0749 -1.8019 -5.2008
C 1.5392 -3.2420 -4.6721
C 0.6372 -4.1469 -4.0176
C 1.8253 -0.9357 -2.8525
C 1.7470 -0.1385 -1.5503
N 2.8124 -0.3020 -0.6502
C 2.5705 0.4455 0.4798
C 3.6530 0.3484 1.6410
C 3.4902 -1.0067 2.4871
C 3.7660 -2.2787 1.5774
C 4.1595 -3.5935 2.3702
C 4.4884 -4.7141 1.2574
N 3.6945 -5.9625 1.4492
C 1.3782 1.3443 0.7151
N 0.3710 1.5205 -0.2006
C 0.5562 0.7397 -1.3503
C -0.5000 0.8234 -2.4585
P -1.9738 1.9712 -2.0956
O -2.5426 2.6681 -3.5351
Cl -3.5054 0.7028 -1.3187
H -3.4134 -4.3632 -2.2724
H -2.1121 -2.2459 -5.9448
H -3.8950 -1.9322 -5.9534
H -3.6476 0.1872 -4.9142
H -2.9016 -0.7176 -3.4568
H -1.0705 -0.3836 -5.8628
H -1.5439 1.2298 -5.2232
H 1.9087 -1.3653 -5.8313
H 0.1551 -1.9967 -5.8126
H 2.6223 -3.5701 -4.7728
H 0.1548 -5.0013 -4.5723
H 0.3816 -4.0571 -2.9114
H 2.7309 -1.5982 -3.0061
H 4.6539 0.2361 1.1010
H 3.6987 1.2793 2.2827
H 2.4536 -1.0657 2.9508
H 4.2284 -1.0213 3.3423
H 4.5768 -1.9913 0.8274
H 2.8446 -2.4855 0.9355
H 3.2737 -3.9511 2.9801
H 5.0890 -3.4143 2.9852
H 4.2163 -4.2918 0.2363
H 5.6005 -4.9481 1.2117
H 2.7023 -5.7173 1.2868
H 3.9223 -6.5555 0.6324
H 1.3239 1.9276 1.6767
H -1.8313 3.1069 -4.0411
C 6.3887 7.1104 4.3972
O 5.3829 7.3329 3.4216
C 5.9128 7.5782 2.1189
C 5.5355 6.4426 1.1740
N 6.2568 5.2161 1.5150
C 5.7720 4.0348 0.8009
C 4.3493 3.5591 1.1186
O 4.1903 3.0701 2.4471
C 3.8673 4.0652 3.4086
H 5.9028 7.0332 5.3706
H 6.9218 6.1754 4.2023
H 7.0961 7.9447 4.4263
H 6.9952 7.7399 2.1372
H 5.4471 8.5002 1.7575
H 5.7829 6.7312 0.1477
H 4.4519 6.2953 1.2420
H 6.1649 5.0477 2.5101
H 6.4602 3.2191 1.0434
H 5.8601 4.2088 -0.2765
H 4.1414 2.7075 0.4632
H 3.5890 4.3112 0.8829
H 3.2755 4.8802 2.9851
H 4.7759 4.4555 3.8718
H 3.2817 3.5900 4.1979
C -8.4822 -3.9614 3.3174
O -7.6006 -2.8581 3.4480
C -6.2980 -3.1191 2.9249
C -6.0313 -2.2383 1.7092
N -6.8500 -2.6549 0.5706
C -6.8154 -1.7137 -0.5498
C -7.4330 -0.3280 -0.3175
O -8.8413 -0.3537 -0.1189
C -9.2459 -0.5484 1.2264
H -9.4128 -3.7115 3.8286
H -8.7084 -4.1582 2.2656
H -8.0590 -4.8570 3.7826
H -6.1520 -4.1784 2.6906
H -5.5838 -2.8529 3.7103
H -4.9736 -2.3115 1.4369
H -6.2464 -1.2018 1.9918
H -7.8113 -2.7525 0.8761
H -7.3567 -2.1886 -1.3738
H -5.7791 -1.5949 -0.8839
H -7.2744 0.2525 -1.2316
H -6.9329 0.2297 0.4819
H -8.5385 -0.1218 1.9424
H -9.3970 -1.6114 1.4287
H -10.2096 -0.0540 1.3608
```


Entry 3:
ORCA calculation (ωB97M-V/def2-TZVPD) on C33H57ErNP2Si as an isolated structure.

The largest force on an atom comes out at 6.20 eV/A. The molar mass is 725.1 g/mol. As for the spin multiplicity: 4. The relative energy (zero: lowest compared OMol25 entry of this formula, charge and spin) comes out at 8.206 eV. As for the total energy: -3333.1833 Eh. As for the charge: +1. The value obtained for the HOMO-LUMO gap (spin up / spin down) is 4.979 / 5.017 eV. The calculation puts the HOMO energy (spin up / spin down) at -0.3331 / -0.3338 Eh. The LUMO energy (spin up / spin down) comes out at -4.086 / -4.067 eV.

```
95
C33H57ErNP2Si, DFT ωB97M-V/def2-TZVPD
Er -0.5969 0.5975 -1.1163
C -1.0227 -1.5419 0.4580
C 0.2992 -1.5529 -0.1167
C 0.3558 -0.2673 1.8137
C -0.9569 -0.7824 1.6664
C 1.1265 -0.6988 0.7085
C -2.0969 -2.5176 0.1381
H -2.0246 -2.8701 -0.8985
H -3.0899 -2.0640 0.2580
H -2.0378 -3.3977 0.8070
C -1.9548 -0.7876 2.7479
H -2.8154 -1.4288 2.5294
H -2.3458 0.2148 2.9541
H -1.5245 -1.1508 3.6935
C 0.9000 0.3291 3.0460
H 0.5418 -0.1986 3.9352
H 0.5942 1.3716 3.1314
H 1.9924 0.3094 3.0508
C 2.6106 -0.6677 0.6798
H 3.0224 -1.2570 1.5205
H 2.9843 0.3599 0.7842
H 3.0277 -1.0804 -0.2497
C 0.8499 -2.6504 -0.9578
H 1.2298 -3.4611 -0.3070
H 1.6866 -2.3219 -1.5918
H 0.0976 -3.0971 -1.6195
C -1.8803 1.2216 -5.5543
C -1.8769 -0.1487 -5.4764
C -1.1042 -0.9422 -6.5310
C 0.4065 -0.6526 -6.5153
C 0.8834 -0.0282 -5.2286
C 1.0911 1.2932 -5.1229
C 0.4164 2.3521 -5.9456
C -1.0028 2.0277 -6.4655
H -1.5377 -0.7027 -7.5217
H 0.7218 -0.1257 -7.4401
H -1.2443 -2.0268 -6.4065
H -0.9636 1.6212 -7.4910
H -2.6549 1.7927 -5.0338
H -2.7948 -0.6940 -5.1784
H -1.5296 2.9908 -6.5814
H 0.3672 3.3126 -5.4033
H 1.9640 1.6659 -4.5904
H 1.0626 2.5616 -6.8209
H 0.9353 -1.6168 -6.6304
H 1.3153 -0.7405 -4.5198
P -2.3191 0.0093 -3.0656
P 1.9786 1.4623 -1.6195
C -0.8699 1.8258 -3.0113
C 0.4617 2.4167 -2.5254
H -1.6147 2.6108 -3.2093
H -0.6526 1.3090 -3.9499
H 0.9729 2.8587 -3.3917
H 0.2489 3.2454 -1.8295
C 3.0357 2.8358 -1.0622
H 3.8482 2.4446 -0.4339
H 2.4764 3.5557 -0.4580
H 3.4638 3.3499 -1.9371
C 3.0922 0.5682 -2.7513
H 3.4718 1.2403 -3.5317
H 2.5831 -0.2765 -3.2221
H 3.9491 0.1470 -2.2092
C -4.0572 0.4283 -3.3849
H -4.7263 -0.3018 -2.9026
H -4.2649 0.4298 -4.4545
H -4.2975 1.4203 -2.9950
C -1.1103 -1.3679 -3.1997
H -0.1599 -1.2183 -2.6478
H -0.7910 -1.5216 -4.2468
H -1.5353 -2.3268 -2.8765
C -3.9708 0.8418 0.2995
Si -3.0635 2.4013 0.8148
C -3.6521 3.9404 -0.0704
C -3.4977 2.6607 2.6240
N -1.3258 2.2590 0.4227
C -0.6237 3.3057 1.0598
C -0.0631 4.3926 0.3285
C 0.6956 5.3805 0.9363
C 0.8290 5.4159 2.3354
C 0.2140 4.4073 3.0956
C -0.4825 3.3772 2.4741
H -5.0098 0.9238 0.6587
H -3.5445 -0.0458 0.7807
H -4.0083 0.6688 -0.7842
H -4.7351 4.0775 0.0641
H -3.1395 4.8266 0.3336
H -3.4293 3.8859 -1.1435
H -3.3237 1.7917 3.2692
H -2.9639 3.5136 3.0624
H -4.5743 2.8924 2.6730
H -0.3107 4.5003 -0.7454
H 1.1633 6.1573 0.3238
H 1.3628 6.2175 2.8441
H 0.2731 4.4204 4.1865
H -1.0142 2.6236 3.0676
```


Entry 4:
ORCA calculation (ωB97M-V/def2-TZVPD) on a 5-piece molecular cluster, C33H57F3N5O4 overall.

The largest force on an atom comes out at 10.38 eV/A. The molar mass is 644.8 g/mol. As for the total energy: -2165.2159 Eh. As for the charge: +1. The value obtained for the HOMO-LUMO gap is 8.174 eV. The calculation puts the HOMO energy at -0.4331 Eh. The LUMO energy comes out at -3.610 eV.

```
102
C33H57F3N5O4, DFT ωB97M-V/def2-TZVPD
C 0.3004 3.1631 5.9691
C -1.3470 3.1058 5.6896
O -2.1285 4.2092 5.8537
O -2.0504 1.8639 5.2442
C -2.4135 2.0687 3.8041
C -4.0184 1.7125 3.6458
C -4.2501 0.5250 2.4948
C -4.7385 1.2124 1.0718
C -4.1158 0.3801 -0.1980
C -3.2892 1.3090 -1.2806
N -3.5058 1.4281 -2.6591
C -2.4891 2.2601 -3.4702
C -1.4571 2.8947 -2.3673
C -1.0788 4.5196 -2.4796
O -0.9836 4.9959 -1.0857
C -0.2365 6.2584 -0.9793
F -0.0627 6.5165 0.4992
F -0.9341 7.4478 -1.5222
F 1.1303 6.2306 -1.5489
C -2.0435 2.3218 -0.9479
C -0.8922 1.4963 -0.0817
C -0.3676 0.1490 -0.8932
C 0.5979 -0.6934 0.1775
C -0.4658 -1.5885 1.0931
O 0.2896 -2.3941 2.1088
H 0.8126 2.1778 5.5982
H 0.6826 4.1217 5.3895
H 0.5101 3.3695 7.1222
H -2.1979 3.1875 3.4510
H -1.7232 1.3874 3.1447
H -4.6246 2.6438 3.2624
H -4.4324 1.3885 4.6966
H -3.2081 -0.0407 2.4069
H -5.0111 -0.2801 2.9057
H -4.4890 2.3659 1.0127
H -5.9217 1.1027 1.0298
H -3.3724 -0.4375 0.2421
H -4.9377 -0.2055 -0.8250
H -4.3103 0.9362 -3.1454
H -2.9116 2.9320 -4.3227
H -1.8291 1.3683 -3.9351
H -0.4217 2.3856 -2.6053
H -0.0643 4.5561 -3.0744
H -1.9103 5.0591 -3.1192
H -2.5320 3.0983 -0.1816
H -1.3551 1.2293 0.9727
H 0.0430 2.1945 0.1375
H -1.2330 -0.5906 -1.1873
H 0.2871 0.4497 -1.8296
H 1.2583 -1.4374 -0.4690
H 1.2613 0.0372 0.8283
H -1.2579 -0.8665 1.6189
H -1.0626 -2.2842 0.3390
H 0.3569 -1.7458 2.8958
C 3.9516 -3.4463 6.2431
C 3.8367 -3.5174 4.7237
C 3.4150 -2.1873 4.0960
C 2.0516 -1.7776 4.6285
N 0.9205 -1.4377 5.0703
H 2.9897 -3.2132 6.7107
H 4.2824 -4.4093 6.6446
H 4.6769 -2.6826 6.5465
H 3.1144 -4.2993 4.4589
H 4.8045 -3.8188 4.3079
H 3.3605 -2.2866 3.0067
H 4.1438 -1.4035 4.3294
C -3.1613 -2.7034 -4.4833
C -4.4745 -3.1646 -3.8589
C -4.8524 -2.3657 -2.6101
C -3.7736 -2.5266 -1.5516
N -2.8785 -2.6600 -0.6734
H -2.3177 -2.8437 -3.8002
H -2.9464 -3.2820 -5.3872
H -3.2090 -1.6438 -4.7596
H -4.3934 -4.2296 -3.6089
H -5.2742 -3.0681 -4.6015
H -5.8061 -2.7248 -2.2089
H -4.9645 -1.3033 -2.8522
C 0.5063 -0.2746 -8.2139
C 1.2231 0.3725 -7.0330
C 0.7918 -0.2077 -5.6847
C -0.6974 0.0178 -5.4813
N -1.9331 0.2049 -5.3127
H -0.5742 -0.1045 -8.1733
H 0.8663 0.1504 -9.1561
H 0.6849 -1.3558 -8.2368
H 1.0328 1.4526 -7.0513
H 2.3032 0.2337 -7.1537
H 1.3432 0.2785 -4.8729
H 1.0030 -1.2818 -5.6427
C 8.6026 -1.6981 1.0964
C 8.3079 -3.1772 1.3247
C 6.9522 -3.4178 1.9917
C 6.9220 -2.7410 3.3523
N 6.8969 -2.1794 4.4811
H 8.6577 -1.1465 2.0402
H 9.5666 -1.5760 0.5927
H 7.8299 -1.2359 0.4713
H 9.1072 -3.6070 1.9409
H 8.3300 -3.6969 0.3604
H 6.7825 -4.4920 2.1207
H 6.1422 -3.0181 1.3720
```


Entry 5:
ORCA calculation (ωB97M-V/def2-TZVPD) on C33H57FN2O2SiV as an isolated structure.

The largest force on an atom comes out at 2.29 eV/A. The molar mass is 611.9 g/mol. As for the spin multiplicity: 4. The relative energy (zero: lowest compared OMol25 entry of this formula, charge and spin) comes out at 0.000 eV. As for the total energy: -2885.0077 Eh. As for the charge: 0. The value obtained for the HOMO-LUMO gap (spin up / spin down) is 7.402 / 8.834 eV. The calculation puts the HOMO energy (spin up / spin down) at -0.2492 / -0.3082 Eh. The LUMO energy (spin up / spin down) comes out at 0.621 / 0.448 eV.

```
97
C33H57FN2O2SiV, DFT ωB97M-V/def2-TZVPD
O -1.9337 2.2307 0.0122
O 0.3114 3.5213 0.2418
C -2.9124 1.6673 -0.8724
C -4.0071 0.8119 -0.2551
H -2.3728 1.0773 -1.6343
H -3.3191 2.5366 -1.4106
H -3.6425 -0.2129 -0.0879
H -4.8418 0.7291 -0.9621
H -4.3817 1.2373 0.6811
C -1.6870 1.5714 1.2880
C -1.9161 2.6119 2.3551
H -0.6208 1.2323 1.2315
H -2.3569 0.7046 1.4561
H -1.1031 3.3433 2.3068
H -1.9707 2.1518 3.3573
H -2.8739 3.1215 2.1633
C 1.7197 3.6937 0.5155
C -0.3997 4.6756 -0.2429
C 1.9134 3.2920 1.9515
H 2.0391 4.7303 0.3020
H 2.2532 3.0148 -0.1724
H 1.2217 3.8307 2.6074
H 2.9341 3.5136 2.2616
H 1.7095 2.2197 2.0512
C -0.6688 5.6834 0.8386
H -1.3341 4.2473 -0.6125
H 0.1624 5.1066 -1.0884
H -1.1926 5.2307 1.6848
H -1.3117 6.4597 0.4194
H 0.2595 6.1474 1.1779
H 0.3373 1.9892 -0.6760
N -0.9476 -3.3541 0.5681
C -0.3665 -4.5585 0.7911
C 0.9630 -4.7710 0.4391
C 1.9364 -3.7888 0.2390
C -1.1813 -5.6541 1.4118
H -2.1900 -5.7168 0.9818
H -1.2889 -5.5223 2.4973
H -0.6811 -6.6152 1.2451
C 3.3986 -4.0869 0.3850
H 3.8840 -3.4564 1.1477
H 3.9538 -3.9707 -0.5610
H 3.5017 -5.1277 0.7101
N 1.5824 -2.5570 -0.1729
C -2.1732 -2.9758 1.2374
C -3.3640 -2.8799 0.4948
C -3.3781 -3.0482 -0.9992
C -4.5690 -2.6671 1.1787
H -5.5137 -2.6613 0.6301
C -4.5833 -2.4424 2.5532
H -5.5252 -2.2644 3.0758
C -3.3932 -2.4260 3.2677
H -3.3847 -2.2179 4.3456
C -2.1816 -2.6838 2.6215
C -0.9073 -2.6957 3.4129
C 2.5026 -1.4499 -0.2643
C 3.1337 -1.1936 -1.4932
C 2.7484 -1.9667 -2.7140
C 4.0985 -0.1857 -1.5557
H 4.6160 -0.0370 -2.5099
C 4.3881 0.5993 -0.4268
H 5.1438 1.3866 -0.4850
C 3.7231 0.3588 0.7804
H 3.9425 0.9357 1.6886
C 2.7824 -0.6638 0.8695
C 2.0853 -0.9324 2.1641
V -0.1624 -2.1481 -0.6797
H -3.1711 -2.1130 -1.5447
H -4.3780 -3.3769 -1.3154
H -2.6560 -3.7900 -1.3644
H -0.1110 -2.0927 2.9494
H -0.5119 -3.7139 3.5616
H -1.0959 -2.2791 4.4132
H 3.3789 -1.6802 -3.5627
H 1.7045 -1.7531 -2.9892
H 2.8532 -3.0513 -2.5869
H 2.1021 -1.9996 2.4119
H 1.0427 -0.5839 2.1100
H 2.5568 -0.4044 3.0028
H 1.3242 -5.7906 0.4684
C 0.5894 1.2313 -1.4925
Si 0.9489 2.2193 -3.0823
H 1.4752 0.6382 -1.2146
H -0.2805 0.5698 -1.5915
C -0.6755 3.0746 -3.4693
C 1.4536 0.9615 -4.3742
C 2.3302 3.5076 -2.8885
H 2.7016 3.8284 -3.8786
H 3.2008 3.1231 -2.3370
H 1.9847 4.4176 -2.3718
H -1.4226 2.3137 -3.7371
H -0.6370 3.8210 -4.2715
H -1.0425 3.5745 -2.5635
H 0.8007 0.0846 -4.3273
H 2.4801 0.6147 -4.2239
H 1.3907 1.3682 -5.3883
F -0.9446 -1.4508 -2.1059
```